DFT (ωB97M-V/def2-TZVPD) results for 2 unconnected molecules or ions with the total composition C3H5N2 in a non-equilibrium geometry.

Calculated values
E: -226.4759 Eh
LUMO level: -7.57 eV
energy above the lowest of the compared OMol25 structures with the same formula, charge and spin: 3.171 eV
HOMO-LUMO gap: 9.899 eV
net charge: +1

CARTESIAN COORDINATES (ANGSTROEM)
C1 -0.616 -0.998 0.123
C2 0.125 -0.092 -0.546
C3 0.585 1.028 0.187
N1 3.530 -0.526 -0.179
N2 2.864 0.263 0.151
H1 -0.952 -1.871 -0.490
H2 -0.991 -0.928 1.136
H3 0.346 -0.446 -1.594
H4 1.217 1.848 -0.129
H5 0.214 0.977 1.258



DFT (ωB97M-V/def2-TZVPD) results for a molecular structure, C32H27ClCoN3O5SbSe4.

Calculated values
E: -13465.2407 Eh
spin multiplicity: 5
LUMO level (spin up / spin down): 1.74 / 1.12 eV
energy above the lowest of the compared OMol25 structures with the same formula, charge and spin: 0.120 eV
HOMO-LUMO gap (spin up / spin down): 5.748 / 5.387 eV
net charge: -1

CARTESIAN COORDINATES (ANGSTROEM)
Co1 -0.390 -0.222 1.012
C1 -2.164 -3.778 3.185
O1 -2.700 -2.528 3.700
C2 -2.020 -1.566 3.079
N1 -1.053 -1.887 2.317
C3 -0.977 -3.359 2.283
C4 -1.052 -3.858 0.858
C5 0.092 -4.340 0.234
C6 0.047 -4.740 -1.094
C7 -1.137 -4.640 -1.809
C8 -2.279 -4.134 -1.198
C9 -2.237 -3.746 0.133
C10 -2.403 -0.157 3.249
C11 -3.487 0.332 3.945
C12 -3.684 1.711 3.946
C13 -2.835 2.537 3.237
C14 -1.792 1.943 2.537
N2 -1.577 0.642 2.576
C15 -0.805 2.604 1.668
N3 -0.050 1.919 0.906
C16 0.887 2.846 0.256
C17 0.474 4.216 0.843
O2 -0.637 3.923 1.728
C18 2.324 2.468 0.516
C19 2.740 2.128 1.799
C20 4.057 1.772 2.037
C21 4.971 1.756 0.991
C22 4.561 2.097 -0.288
C23 3.240 2.451 -0.525
H1 -2.959 -4.271 2.631
H2 -1.867 -4.385 4.036
H3 -0.023 -3.663 2.717
H4 1.030 -4.377 0.778
H5 0.949 -5.098 -1.575
H6 -1.169 -4.925 -2.853
H7 -3.194 -4.007 -1.762
H8 -3.132 -3.316 0.576
H9 -4.159 -0.343 4.456
H10 -4.529 2.132 4.472
H11 -2.988 3.605 3.182
H12 0.702 2.824 -0.820
H13 0.121 4.914 0.088
H14 1.260 4.672 1.443
H15 2.022 2.114 2.613
H16 4.369 1.490 3.035
H17 5.997 1.460 1.173
H18 5.262 2.070 -1.113
H19 2.916 2.693 -1.528
Se1 -5.555 -1.709 1.349
Sb1 -4.987 -0.673 -0.764
Se2 -3.380 1.940 -0.180
Se3 -2.322 -0.171 -0.420
Se4 -5.059 -1.992 -2.785
C24 -0.606 2.080 -3.263
C25 0.843 1.738 -3.449
C26 1.727 2.582 -4.101
C27 3.055 2.211 -4.281
Cl1 4.142 3.305 -5.105
C28 3.525 1.002 -3.816
C29 2.660 0.145 -3.144
C30 1.334 0.510 -2.964
O3 0.421 -0.247 -2.325
C31 0.774 -1.569 -1.955
C32 1.674 -1.635 -0.706
O4 2.739 -2.245 -0.768
O5 1.211 -1.042 0.343
H20 -0.852 3.018 -3.761
H21 -0.885 2.157 -2.209
H22 -1.243 1.287 -3.656
H23 1.378 3.531 -4.489
H24 4.562 0.729 -3.962
H25 3.033 -0.789 -2.739
H26 1.266 -2.087 -2.782
H27 -0.177 -2.051 -1.736



DFT (ωB97M-V/def2-TZVPD) results for 2 unconnected molecules or ions with the total composition C2H7N2S in a non-equilibrium geometry.

Calculated values
E: -588.1262 Eh
LUMO level: 4.02 eV
energy above the lowest of the compared OMol25 structures with the same formula, charge and spin: 0.262 eV
HOMO-LUMO gap: 6.632 eV
net charge: -1

CARTESIAN COORDINATES (ANGSTROEM)
C1 1.842 1.287 -0.660
S1 2.560 0.120 0.556
H1 2.582 1.657 -1.362
H2 1.263 2.035 -0.134
H3 1.030 0.830 -1.258
N1 -0.336 -1.311 0.398
C2 -1.532 -0.735 0.154
N2 -2.620 -1.023 0.789
H4 -0.335 -1.812 1.278
H5 0.475 -0.707 0.380
H6 -1.585 0.061 -0.592
H7 -3.346 -0.402 0.451